126
Properties=species:S:1:pos:R:3:forces:R:3:lowdin_charge:R:1 method="wB97M-V/def2-TZVPD" molar_mass_da=754.13 smiles=c1cc[nH]c1.c1cc[nH]c1.c1cc[nH]c1.CCCC#N.CCCC#N.CCCC#N.CCCC#N.CCCC#N.CCCC#N.CCCC#N.CCCC#N total_charge=0 total_energy_ha=-2321.3031 largest_force_ha_per_bohr=0.1256 gap_ev=8.4818 e_above_lowest_kj_mol=283.02
C 0.0871 -3.9778 2.1883 0.0751 0.3052 -0.2327 -0.10
C 1.4561 -3.2741 2.2854 -0.7192 0.3149 0.6874 -0.23
C 2.4578 -3.9369 3.2844 -0.7610 -0.3138 -1.3027 -0.16
C 2.2718 -5.4027 3.2407 0.1149 -2.7835 0.3933 -0.23
N 2.1510 -6.5723 3.2166 0.2485 3.1954 -0.0339 0.14
H -0.4214 -3.9421 3.1518 0.1778 -0.2260 0.2606 0.08
H 0.1052 -5.0119 1.8444 0.2010 0.1200 0.1173 0.04
H -0.5903 -3.4282 1.5347 0.1128 0.0782 -0.3085 0.05
H 1.2103 -2.2956 2.6979 0.2471 0.1846 0.0699 0.07
H 1.9436 -3.0326 1.3408 -0.1526 -0.5358 -0.1935 0.08
H 2.2908 -3.5360 4.2841 0.2718 -0.2583 0.0093 0.11
H 3.4565 -3.7157 2.9080 0.1052 0.0230 0.5266 0.10
C 0.8682 1.4189 0.0540 0.2450 -0.4683 -0.7769 -0.10
C -0.3442 0.5633 0.4590 0.5973 1.3040 -0.9843 -0.23
C -0.8812 -0.3311 -0.6778 -0.2931 -0.6809 1.5754 -0.19
C 0.0320 -1.4074 -1.0048 -3.5961 4.7644 0.8301 -0.24
N 0.7451 -2.2295 -1.1930 4.2102 -4.7496 -1.2049 0.20
H 0.7996 1.7975 -0.9658 -0.6637 0.4000 -0.0574 0.06
H 1.7527 0.7973 -0.0855 0.2663 -0.1441 0.6630 0.07
H 1.0743 2.2693 0.7041 0.0149 -0.2080 0.1543 0.06
H -1.1581 1.2446 0.7072 -0.1214 -0.0986 0.2196 0.09
H -0.0842 -0.0278 1.3370 -0.2252 -0.1734 -0.0421 0.10
H -1.2932 0.1457 -1.5671 0.2065 0.2295 0.2227 0.11
H -1.6833 -0.8477 -0.1507 -0.5349 -0.0809 -0.5972 0.08
C -3.2430 -1.1263 3.7838 0.8238 -0.1363 -0.4740 -0.11
C -4.1173 -1.6372 2.6658 -2.0333 0.2546 0.4951 -0.26
C -4.4238 -3.1535 2.8354 1.2613 0.2526 -1.2230 -0.21
C -5.3542 -3.6013 3.8370 -2.3461 -1.0102 3.6043 -0.23
N -6.0599 -4.0308 4.6816 2.0989 1.4231 -2.7388 0.13
H -2.4208 -1.8300 3.6535 0.6260 0.1755 0.9568 0.06
H -3.6157 -1.0941 4.8076 -0.1865 -0.3368 -0.1857 0.08
H -2.8397 -0.1460 3.5297 -0.0989 0.1424 0.0824 0.06
H -3.6072 -1.3456 1.7477 -0.1330 -0.8326 -0.2786 0.08
H -5.0798 -1.1268 2.6316 -0.1070 0.2549 -0.0421 0.10
H -3.4425 -3.5701 3.0625 -0.0509 -0.5718 0.0838 0.10
H -4.7525 -3.6618 1.9290 0.2022 0.3622 -0.3688 0.10
C 1.6559 5.0391 -1.6633 0.0465 0.0074 0.1835 -0.12
C 1.9271 4.7719 -3.1558 -0.0266 0.9568 0.6215 -0.21
C 3.2545 5.4311 -3.7440 -0.9996 -2.2996 0.4568 -0.18
C 3.5157 6.7865 -3.3419 0.1061 4.3789 1.4027 -0.23
N 3.6749 7.8987 -2.9673 -0.4511 -3.8248 -1.4360 0.14
H 2.2308 4.4434 -0.9542 0.6118 -0.2668 -0.3925 0.06
H 0.6384 4.7613 -1.3884 -0.1862 0.2471 -0.2925 0.04
H 1.8417 6.0686 -1.3571 -0.1709 0.1813 -0.2292 0.06
H 1.1078 5.1668 -3.7565 -0.1546 0.2437 0.1383 0.10
H 1.8388 3.6933 -3.2863 0.7348 0.0396 -0.4309 0.07
H 3.1672 5.3094 -4.8237 0.3365 0.3072 -0.0316 0.11
H 4.0862 4.8188 -3.3954 0.2221 0.0077 -0.1451 0.11
C -8.3608 2.4018 -0.6521 0.6051 0.0365 0.1080 -0.10
C -7.2314 1.4171 -0.2137 -2.2383 -0.2136 -0.1561 -0.26
C -6.0075 1.5973 -1.0623 1.0569 -0.1961 0.3721 -0.20
C -4.9136 0.6333 -0.8048 2.6509 -2.2234 -0.0793 -0.18
N -4.0049 -0.1212 -0.7421 -3.0535 2.5100 0.0240 0.17
H -7.9446 3.3618 -0.9574 0.0378 0.1332 0.0911 0.07
H -9.0778 2.5962 0.1455 0.0665 -0.1398 -0.0025 0.07
H -8.9071 2.0181 -1.5137 0.0400 -0.0887 0.0236 0.07
H -7.6870 0.4386 -0.3657 0.3801 -0.3073 0.0114 0.11
H -7.0733 1.4733 0.8633 0.4643 0.2765 -0.1161 0.11
H -5.6027 2.5877 -0.8539 0.1504 0.1410 -0.2642 0.11
H -6.1976 1.5134 -2.1323 -0.2786 0.1561 -0.0005 0.13
C 0.2468 5.4329 2.7025 0.2512 0.7060 0.0573 -0.10
C 1.2768 5.8591 1.6492 -0.4326 -1.0779 -0.7058 -0.27
C 2.4839 6.6900 2.1158 -0.5732 1.4223 -1.4961 -0.16
C 3.0305 7.5821 1.0205 1.5010 1.8923 -2.6424 -0.20
N 3.4676 8.3279 0.2011 -1.7722 -2.9543 3.3148 0.13
H -0.5421 4.8356 2.2454 0.3107 -0.3890 -0.0530 0.05
H -0.3012 6.2932 3.0868 0.2252 0.2026 0.2966 0.07
H 0.7293 4.9103 3.5285 -0.2324 -0.1225 0.0532 0.07
H 0.7233 6.3279 0.8356 0.1735 0.5585 0.0982 0.10
H 1.5987 4.9395 1.1605 0.4336 -0.0663 0.0746 0.08
H 3.3210 6.1183 2.5164 -0.3099 0.0904 0.3386 0.12
H 2.0707 7.4624 2.7644 0.3803 -0.2914 0.8353 0.11
C -0.1502 -6.5361 -0.2277 -0.4746 -0.6861 0.6894 -0.12
C -0.0231 -5.3816 -1.2047 -0.8643 -0.8741 -0.3452 -0.25
C -1.3684 -5.0545 -1.9284 0.6563 0.1051 0.6818 -0.16
C -2.3055 -4.5734 -0.9250 -0.2043 -0.6573 -0.7109 -0.24
N -3.0705 -4.2130 -0.1583 -0.4629 0.4511 0.7594 0.17
H 0.7709 -6.6562 0.3427 0.0944 0.0007 -0.0625 0.06
H -0.3791 -7.5148 -0.6492 0.1868 0.0579 -0.5379 0.08
H -0.9439 -6.4190 0.5102 -0.0862 0.4269 0.0949 0.07
H 0.6167 -5.7840 -1.9901 0.6413 0.8243 0.0597 0.10
H 0.3273 -4.5374 -0.6109 0.3052 0.1272 -0.7911 0.05
H -1.7058 -5.9569 -2.4382 -0.3709 0.0016 0.2313 0.12
H -1.3429 -4.2653 -2.6798 0.5777 0.0130 -0.0591 0.11
C 3.4906 -4.9246 -0.7054 -0.2535 0.1455 -0.8552 -0.09
C 3.7642 -5.2142 -2.2102 -0.0125 0.6651 0.3464 -0.24
C 4.4319 -6.5152 -2.5749 0.4791 -1.3499 0.2560 -0.20
C 3.8503 -7.7109 -1.9705 -0.7547 -0.5977 0.5361 -0.25
N 3.3903 -8.6591 -1.5034 0.2146 0.4706 -0.2348 0.14
H 4.3220 -4.3547 -0.2904 0.0172 -0.2651 0.2454 0.07
H 3.2444 -5.7939 -0.0957 0.2634 -0.1543 -0.0922 0.07
H 2.6112 -4.2811 -0.6790 0.0716 0.1433 0.1287 0.03
H 4.4481 -4.4390 -2.5558 -0.1434 0.1588 -0.1648 0.11
H 2.8516 -5.0946 -2.7942 -0.0803 -0.1069 0.0902 0.10
H 5.4728 -6.5721 -2.2563 0.1913 0.3936 -0.0024 0.12
H 4.4372 -6.7622 -3.6365 -0.0072 0.5522 -0.2239 0.12
N -2.6509 4.1152 -0.0308 0.0204 0.9184 -1.3304 0.01
C -2.1940 5.4247 -0.2116 -0.1719 -1.0140 -0.0843 -0.13
C -1.8160 5.5922 -1.5455 -0.4617 -0.9684 1.2114 -0.11
C -2.0614 4.3328 -2.1873 -0.5720 0.2025 0.9490 -0.11
C -2.6579 3.4791 -1.2565 1.1824 0.3484 -0.3989 -0.14
H -2.9877 3.7586 0.8521 -0.0245 0.0170 -0.3711 0.14
H -2.2523 5.9968 0.7025 0.3541 0.6262 -0.4428 0.10
H -1.3828 6.4542 -2.0309 -0.0788 0.0290 0.2823 0.10
H -1.7811 4.1367 -3.2117 -0.3257 -0.2469 0.0475 0.09
H -2.9633 2.4504 -1.3787 0.0376 0.0540 0.1550 0.07
N 2.6069 -0.5270 4.6703 0.3723 0.5072 0.2910 0.00
C 3.0936 -0.3393 3.4024 -0.2044 -0.6542 -0.3011 -0.15
C 4.3203 -0.9553 3.3240 -0.3668 0.8798 -0.5660 -0.13
C 4.6422 -1.4308 4.5954 -0.4516 0.3353 1.5586 -0.11
C 3.5778 -1.1048 5.4635 0.8150 -0.6480 -1.4429 -0.11
H 1.6910 -0.2425 4.9870 0.3274 0.0555 -0.0207 0.15
H 2.5411 0.1475 2.6124 -0.1809 -0.0473 0.2146 0.10
H 4.9456 -0.9427 2.4435 -0.0061 -0.1433 0.0862 0.10
H 5.6064 -1.8582 4.8275 -0.2264 -0.1001 0.3645 0.09
H 3.4550 -1.2215 6.5302 -0.0637 -0.1320 -0.1970 0.10
N 0.7655 0.7761 -5.1303 0.0042 -0.7866 0.6827 0.02
C 1.4807 1.4569 -6.0354 0.9863 0.0918 -1.4735 -0.16
C 2.6771 1.8408 -5.4695 -0.8047 0.8752 -1.5780 -0.13
C 2.6696 1.4165 -4.1467 0.0906 -0.4033 0.5874 -0.13
C 1.5072 0.6968 -3.9807 -0.3943 0.0190 0.9600 -0.13
H -0.0661 0.2368 -5.3247 0.2293 0.1900 0.1085 0.15
H 1.2562 1.4282 -7.0914 -0.3798 0.3214 0.1356 0.11
H 3.3562 2.4483 -6.0493 0.3703 -0.1243 0.4008 0.10
H 3.4432 1.6547 -3.4317 -0.1787 -0.3526 0.1797 0.10
H 1.1118 0.1636 -3.1288 0.1290 0.0959 0.0184 0.09